Record 1
Below is a molecular structure, C44H33F9GeNOPRuSSe2, with properties calculated with ωB97M-V/def2-TZVPD.

Structure (ORCA input):
```
! RIJCOSX wB97M-V def2-TZVPD def2/J DEFGRID3
* xyz 1 6
Ru 0.19397 0.42139 0.27577
C -1.16484 -1.54548 -1.88001
C -1.50054 -2.03064 -0.50587
C -2.23305 -3.22510 -0.35071
C -2.49253 -3.69981 0.89896
C -2.01703 -2.99429 2.02580
C -2.23824 -3.43806 3.34817
C -1.77256 -2.71406 4.41396
C -1.05884 -1.53046 4.19687
C -0.80499 -1.06783 2.91493
S 0.10076 0.37777 2.69329
C -1.30161 -1.80785 1.80302
N -1.08574 -1.33834 0.54166
H -2.07119 -1.32310 -2.44744
H -0.60163 -2.31902 -2.40595
H -0.55640 -0.63761 -1.86107
H -2.55839 -3.75351 -1.23615
H -3.04286 -4.62166 1.04199
H -2.78432 -4.36067 3.50178
H -1.94672 -3.05476 5.42520
H -0.68331 -0.96031 5.03680
Se 2.27280 -0.96091 0.11272
P 2.79346 1.14890 -0.88239
Se 1.13318 2.55352 -0.42607
C 2.91812 0.85888 -2.65611
C 1.85025 1.09422 -3.51540
C 1.96122 0.76084 -4.85666
C 3.13125 0.19174 -5.33704
C 4.19696 -0.04721 -4.47852
C 4.09462 0.28414 -3.13797
C 4.34742 1.83924 -0.29981
C 5.18181 1.07443 0.51013
C 6.39890 1.59676 0.92601
C 6.77196 2.87331 0.53567
C 5.93512 3.63693 -0.27107
C 4.72155 3.12474 -0.69137
H 0.93809 1.54159 -3.13948
H 1.13411 0.95087 -5.52810
H 3.21649 -0.06438 -6.38486
H 5.10912 -0.49141 -4.85385
H 4.93013 0.09925 -2.47272
H 4.88830 0.07792 0.81630
H 7.05191 1.00561 1.55371
H 7.71995 3.28077 0.86142
H 6.23185 4.63287 -0.57130
H 4.06959 3.71985 -1.31997
F 0.24959 -5.13328 -0.76609
C 1.02764 -5.17639 0.32822
F 0.22387 -5.03549 1.39016
F 1.57599 -6.39056 0.39588
C 2.08113 -4.02692 0.28032
O 1.40723 -2.84322 0.40703
C 3.09962 -4.21417 1.44764
F 3.87525 -3.12584 1.57261
F 2.45752 -4.36944 2.61105
F 3.90289 -5.26683 1.26846
C 2.82755 -4.09657 -1.09295
F 3.20724 -5.33066 -1.42443
F 3.92637 -3.32200 -1.07485
F 2.03969 -3.62599 -2.07090
C -3.80245 0.89551 -3.88874
C -2.57465 1.51438 -3.69037
C -2.09760 1.70912 -2.40419
C -2.83441 1.29780 -1.29123
C -4.07569 0.69861 -1.50595
C -4.55480 0.49600 -2.79430
Ge -2.12777 1.57920 0.50863
C -3.30329 0.87551 1.88533
C -3.47860 1.61041 3.05832
C -4.31243 1.15297 4.06790
C -4.98941 -0.04872 3.91840
C -4.83099 -0.78857 2.75479
C -3.99331 -0.32956 1.74959
C -1.76379 3.46841 0.80800
C -2.27861 4.40961 -0.08339
C -2.05571 5.76596 0.11368
C -1.31319 6.19768 1.20199
C -0.79159 5.27057 2.09520
C -1.01206 3.91720 1.89498
H -4.17718 0.73873 -4.89197
H -1.99378 1.85096 -4.54029
H -1.14003 2.19785 -2.26917
H -4.69509 0.40312 -0.66822
H -5.52304 0.03452 -2.94046
H -2.96954 2.55890 3.18789
H -4.43932 1.74030 4.96822
H -5.64486 -0.40536 4.70260
H -5.36203 -1.72440 2.63083
H -3.88188 -0.92883 0.85201
H -2.86468 4.08970 -0.93750
H -2.46501 6.48464 -0.58454
H -1.13910 7.25490 1.35492
H -0.20906 5.60283 2.94488
H -0.58477 3.20831 2.59567
*
```

**Frontier orbital gap (spin up / spin down)**: 7.4 / 5.6 eV
**Energy above the lowest of the compared OMol25 structures with the same formula, charge and spin**: 8.2 kcal/mol
**E_tot**: -10439.34380 hartree
**LUMO energy (spin up / spin down)**: -2.968 / -5.266 eV

Record 2
Below is 2 unconnected molecules or ions with the total composition C5H10O, with properties calculated with ωB97M-V/def2-TZVPD.

Structure (ORCA input):
```
! RIJCOSX wB97M-V def2-TZVPD def2/J DEFGRID3
* xyz 1 2
C -1.75236 1.75510 -1.61866
C -0.47202 1.81118 -0.85612
C -0.47718 2.24843 0.47531
C 1.78852 0.76012 -0.89957
C 0.74980 1.36246 -1.50042
H -2.56790 1.81402 -0.89699
H -1.70452 0.64540 -1.75431
H -1.98464 2.15882 -2.59544
H -1.32388 2.27265 1.14803
H 0.51260 2.36063 0.90300
H 2.70255 0.66010 -1.46994
H 1.66609 0.23145 0.03670
H 0.79633 1.85906 -2.47234
H -0.38900 -6.46861 3.04591
H 0.05493 -5.19890 3.66644
O 0.43020 -6.04111 3.38935
*
```

**Frontier orbital gap (spin up / spin down)**: 7.9 / 4.9 eV
**Energy above the lowest of the compared OMol25 structures with the same formula, charge and spin**: 21.9 kcal/mol
**E_tot**: -271.35010 hartree
**LUMO energy (spin up / spin down)**: -5.367 / -8.398 eV

Record 3
Below is a molecular structure, C17H19ClN4OS, with properties calculated with ωB97M-V/def2-TZVPD.

Structure (ORCA input):
```
! RIJCOSX wB97M-V def2-TZVPD def2/J DEFGRID3
* xyz 0 1
O 1.94091 0.60234 -0.62363
C 1.51762 -0.50270 -0.55626
N 1.37710 -1.37686 -1.61481
C 0.84965 -2.64848 -1.45814
H 1.42122 -3.06427 -2.13438
H 0.89126 -3.03813 -0.30926
C -0.70011 -2.79312 -1.72936
N -0.82615 -1.48339 -2.74426
C -1.64269 -0.53858 -2.19626
N -1.78657 0.56008 -2.83825
C -2.38160 1.38576 -2.30903
C -3.26449 1.29898 -1.24504
C -3.45055 0.10005 -0.74631
N -2.40821 -1.04261 -1.14578
H -3.88699 -0.23407 0.09982
H -4.13042 1.89831 -0.74912
H -2.74638 2.41047 -2.83480
C 0.10947 -1.23427 -3.52260
H -0.11286 -0.43654 -4.36846
C 1.43774 -0.86548 -2.72865
H 2.36577 -1.03109 -3.30962
H 1.54740 0.21402 -2.56008
H 0.47875 -2.16784 -4.20794
H -1.26506 -2.93192 -0.95042
H -0.46895 -3.52098 -2.69602
C 1.32223 -0.97047 0.91110
C -0.31997 -0.75690 1.37444
H -0.16483 -1.19727 2.32146
H -0.81848 -1.45166 0.82872
S -0.87161 0.81757 1.20478
C 0.29572 1.66779 2.38738
C -0.19404 1.75962 3.72459
C 0.57560 2.20314 4.71731
C 1.61511 2.98525 4.38733
C 2.06907 2.99575 3.07644
C 1.50642 2.21043 2.02963
H 1.68758 2.47097 0.91453
H 2.97600 3.25436 2.91232
Cl 2.72292 3.65350 5.59446
H 0.38482 2.15224 5.90293
H -1.26554 0.99205 4.06900
H 1.72270 -2.10615 1.37054
H 1.89046 -0.23989 1.75170
*
```

**Frontier orbital gap**: 8.5 eV
**Energy above the lowest of the compared OMol25 structures with the same formula, charge and spin**: 317.1 kcal/mol
**E_tot**: -1811.36890 hartree
**LUMO energy**: 0.531 eV

Record 4
Below is a molecular structure, C43H38Cl5N6O5PTa, with properties calculated with ωB97M-V/def2-TZVPD.

Structure (ORCA input):
```
! RIJCOSX wB97M-V def2-TZVPD def2/J DEFGRID3
* xyz 1 1
Ta 0.90203 -0.68200 -0.26951
O 3.77797 -0.47945 1.51944
C 2.84321 0.27740 1.60531
O 2.13850 0.68954 0.54807
C 2.31740 0.81761 2.88966
C 3.15017 0.94763 3.99165
C 2.66210 1.50714 5.15970
C 1.33239 1.89602 5.23364
C 0.48286 1.70967 4.15345
C 0.96573 1.18513 2.95860
P -0.13350 0.99511 1.49280
C -0.11254 2.70043 0.82866
C -1.22782 3.24246 0.19132
C -1.23455 4.57185 -0.20082
C -0.11736 5.36869 0.00488
C 1.01486 4.82137 0.58830
C 1.01658 3.49793 1.00279
C -1.76245 0.85410 2.32470
C -2.60176 1.91764 2.64653
C -3.79416 1.68663 3.31890
C -4.15193 0.40035 3.69610
C -3.31767 -0.66432 3.38790
C -2.13588 -0.43610 2.70069
H 4.17842 0.62128 3.90708
H 3.31552 1.64841 6.00988
H 0.94823 2.34654 6.13918
H -0.55669 1.99085 4.24315
H -2.08932 2.61905 0.00024
H -2.12836 4.99332 -0.64469
H -0.12889 6.41239 -0.28217
H 1.89716 5.42814 0.74377
H 1.90609 3.09015 1.46033
H -2.32453 2.92997 2.38801
H -4.43532 2.52486 3.55907
H -5.07386 0.23447 4.23767
H -3.57730 -1.67067 3.69144
H -1.47813 -1.25682 2.45345
Cl 3.30126 -3.34905 -6.63289
C 2.38925 -2.84259 -5.27159
C 2.95351 -1.97270 -4.34245
Cl 4.54527 -1.37267 -4.54156
C 2.20950 -1.58613 -3.24049
Cl 2.83256 -0.54296 -2.01319
C 0.89609 -2.01678 -3.02454
O 0.23547 -1.64748 -1.96243
C 0.34037 -2.87062 -3.98901
Cl -1.27899 -3.38457 -3.73299
C 1.07526 -3.29010 -5.08993
Cl 0.37714 -4.36122 -6.22739
C 3.64258 -3.60946 -0.34857
C 2.89120 -4.03351 0.87546
C 3.22181 -5.21103 1.52516
C 2.55693 -5.61933 2.67039
C 1.57703 -4.80172 3.20486
C 1.22478 -3.60679 2.59452
C 0.19433 -2.71822 3.23793
C 1.84286 -3.22710 1.38355
N 1.42074 -2.10870 0.70535
H 4.48229 -4.27630 -0.53540
H 4.02653 -2.59934 -0.20357
H 2.98808 -3.61918 -1.22359
H 4.01965 -5.82066 1.11928
H 2.82485 -6.54699 3.15760
H 1.07864 -5.08883 4.12296
H 0.12431 -2.94084 4.30153
H -0.79326 -2.87454 2.79645
H 0.47406 -1.66923 3.12441
C -4.44717 0.27324 -0.83855
N -3.62998 -0.89805 -0.55595
C -4.14156 -2.14890 -0.50920
C -3.35485 -3.22341 -0.28358
C -1.96591 -2.99041 -0.05841
N -1.48401 -1.74962 -0.06744
C -2.26271 -0.70495 -0.39832
O -1.78292 0.41941 -0.55379
N -1.12340 -3.98779 0.19166
H -5.49779 0.01771 -0.72746
H -4.25843 0.63051 -1.85087
H -4.19496 1.06387 -0.13472
H -5.20676 -2.23829 -0.67069
H -3.76714 -4.21986 -0.26163
H -1.42285 -4.94505 0.15461
H -0.14571 -3.77843 0.34016
N 0.51243 1.23939 -1.83724
C 0.21637 1.93641 -2.70967
N -0.08550 2.68384 -3.73346
C 0.94413 3.17296 -4.65357
C 1.02345 4.69148 -4.54471
O -0.24569 5.27167 -4.78317
C -1.20303 4.83970 -3.83528
C -1.38855 3.32691 -3.90356
H 0.64774 2.90869 -5.67190
H 1.90151 2.70750 -4.42617
H 1.69885 5.08787 -5.30097
H 1.38712 4.98143 -3.54940
H -2.13415 5.34860 -4.08076
H -0.88581 5.12656 -2.82544
H -1.76288 3.06094 -4.89567
H -2.08119 2.96786 -3.14389
*
```

**Frontier orbital gap**: 8.0 eV
**Energy above the lowest of the compared OMol25 structures with the same formula, charge and spin**: 26.6 kcal/mol
**E_tot**: -5065.47951 hartree
**LUMO energy**: -2.127 eV

The lowest energy above the lowest of the compared OMol25 structures with the same formula, charge and spin belongs to which entry?
C44H33F9GeNOPRuSSe2

The highest E_tot belongs to which entry?
C5H10O

Look up the E_tot of the third one.
-1811.36890 hartree